Below is C14H19BO4 in the gas phase at a distorted geometry, with properties calculated with ωB97M-V with the def2-TZVPD basis set.

XYZ file:
```
38
Properties=species:S:1:pos:R:3:lowdin_charge:R:1
C -3.78 0.89 2.59 -0.11
C -2.42 1.60 2.47 -0.14
B -1.61 1.16 1.20 -0.37
O -2.28 0.72 0.07 0.13
C 0.00 1.21 1.31 -0.10
O 0.29 2.54 1.83 0.08
C 1.52 2.90 1.42 -0.58
O 2.17 3.76 1.89 0.18
O 1.87 2.18 0.35 0.09
C 0.91 1.08 0.08 -0.36
C 0.30 1.48 -1.24 0.01
C 1.79 -0.18 0.12 -0.05
C 1.25 -1.39 -0.61 -0.16
C 0.55 -2.33 0.16 -0.03
C 0.02 -3.49 -0.40 -0.08
C 0.20 -3.75 -1.75 -0.08
C 0.91 -2.83 -2.52 -0.04
C 1.44 -1.66 -1.97 -0.22
C 2.25 -0.76 -2.87 -0.04
H -4.35 0.97 1.68 0.07
H -3.62 -0.16 2.80 0.07
H -4.35 1.30 3.42 0.07
H -2.55 2.69 2.48 0.12
H -1.83 1.37 3.36 0.11
H -2.27 1.40 -0.61 0.11
H 0.30 0.53 2.11 0.15
H -0.39 0.74 -1.63 0.10
H -0.25 2.40 -1.07 0.11
H 1.10 1.72 -1.93 0.09
H 2.77 0.08 -0.26 0.12
H 1.87 -0.46 1.16 0.12
H 0.40 -2.17 1.22 0.11
H -0.51 -4.20 0.22 0.10
H -0.19 -4.65 -2.21 0.10
H 1.06 -3.05 -3.57 0.11
H 1.65 0.03 -3.29 0.07
H 2.66 -1.34 -3.69 0.08
H 3.09 -0.35 -2.33 0.08
```

Computed properties:
Net charge: 0
LUMO energy: 0.33 eV
Spin multiplicity: 1
SMILES: CCB(O)[C@@H]1OC(=O)O[C@@]1(C)Cc1ccccc1C
Orbital gap: 9.622 eV

Below is C2H3N3 in the gas phase at a distorted geometry, with properties calculated with ωB97M-V with the def2-TZVPD basis set.

XYZ file:
```
8
Properties=species:S:1:pos:R:3:lowdin_charge:R:1
C 0.65 0.33 -0.12 -0.21
C -0.84 0.09 -0.12 -0.34
N -1.50 -1.15 -0.28 0.10
N -1.84 -0.57 0.71 0.14
N 1.42 -0.22 0.72 0.09
H 0.89 0.94 -0.96 0.09
H -1.26 0.80 -0.76 0.07
H 2.46 -0.22 0.81 0.07
```

Computed properties:
Net charge: 0
Energy relative to the best compared isomer or geometry (same formula, charge and spin): 3.228 eV
LUMO energy: 0.75 eV
Spin multiplicity: 1
SMILES: [H]/N=C/C1N=N1
Orbital gap: 10.651 eV

Below is a gas-phase ion, C7H10NO2 (charge +1) at a distorted geometry, with properties calculated with ωB97M-V with the def2-TZVPD basis set.

XYZ file:
```
20
Properties=species:S:1:pos:R:3:lowdin_charge:R:1
C -2.60 -0.34 -0.95 0.02
C -3.03 0.20 0.28 0.01
C -1.32 -0.19 -1.37 0.06
C -2.11 0.77 1.08 -0.01
C 2.24 -0.23 0.14 -0.10
C 1.84 1.27 -0.31 -0.10
C -0.42 0.56 -0.56 -0.34
N 0.89 -0.83 0.36 0.04
O -0.88 1.03 0.60 0.12
O 0.64 1.20 -1.05 0.03
H -3.28 -0.84 -1.48 0.09
H -4.03 0.01 0.47 0.11
H -0.84 -0.54 -2.32 0.16
H -2.41 1.05 2.00 0.12
H 2.70 -0.89 -0.61 0.14
H 2.60 -0.28 1.15 0.12
H 1.62 2.00 0.61 0.18
H 2.72 1.53 -0.83 0.11
H 0.88 -1.73 -0.16 0.13
H 0.55 -1.03 1.26 0.11
```

Computed properties:
Net charge: +1
Energy relative to the best compared isomer or geometry (same formula, charge and spin): 1.855 eV
LUMO energy: -4.16 eV
Spin multiplicity: 1
Orbital gap: 9.060 eV

Below is C4H8O in the gas phase at a distorted geometry, with properties calculated with ωB97M-V with the def2-TZVPD basis set.

XYZ file:
```
13
Properties=species:S:1:pos:R:3:lowdin_charge:R:1
C -1.15 -0.58 0.71 -0.03
C -0.13 0.04 -0.37 -0.58
O -0.76 0.35 -1.56 0.01
C 1.30 -0.45 -0.34 -0.08
C 0.95 0.88 0.26 -0.08
H -0.79 -0.84 1.74 0.09
H -1.43 -1.51 0.25 0.07
H -2.05 0.04 0.87 0.08
H -0.97 1.29 -1.54 0.11
H 1.61 -1.27 0.30 0.10
H 1.79 -0.48 -1.32 0.11
H 0.25 0.70 1.10 0.08
H 1.37 1.83 -0.11 0.11
```

Computed properties:
Net charge: 0
Energy relative to the best compared isomer or geometry (same formula, charge and spin): 2.597 eV
LUMO energy: 0.97 eV
Spin multiplicity: 1
SMILES: CC1(O)CC1
Orbital gap: 10.373 eV

Below is 2 unconnected molecules or ions with the total composition CH2FOPS at a distorted geometry, with properties calculated with ωB97M-V with the def2-TZVPD basis set.

XYZ file:
```
7
Properties=species:S:1:pos:R:3:lowdin_charge:R:1
C 0.16 -0.01 -0.33 -0.48
O 4.19 -1.03 0.23 -0.52
F 3.00 1.62 -0.03 -0.58
P 1.58 -0.01 -1.21 0.72
S 2.85 -0.58 0.53 0.80
H -0.75 0.53 -0.79 0.02
H -0.24 -0.49 0.67 0.04
```

Computed properties:
Net charge: 0
Energy relative to the best compared isomer or geometry (same formula, charge and spin): 4.006 eV
LUMO energy: -2.33 eV
Spin multiplicity: 1
Orbital gap: 7.693 eV

Below is 2 unconnected molecules or ions with the total composition C2H6BrNO at a distorted geometry, with properties calculated with ωB97M-V with the def2-TZVPD basis set.

XYZ file:
```
11
Properties=species:S:1:pos:R:3:lowdin_charge:R:1
C -0.42 0.86 -0.71 -0.05
C -0.45 0.16 0.65 -0.52
N 2.22 -1.65 0.73 -0.50
O 0.57 0.26 1.42 0.03
Br 0.83 -2.56 0.25 0.76
H 0.10 1.81 -0.60 0.08
H 0.13 0.27 -1.43 0.07
H -1.43 1.04 -1.08 0.08
H -0.53 -1.01 0.39 -0.02
H -1.43 0.25 1.18 0.13
H 2.36 -1.72 1.74 -0.04
```

Computed properties:
Net charge: 0
Energy relative to the best compared isomer or geometry (same formula, charge and spin): 0.170 eV
LUMO energy (alpha / beta): 0.69 / -1.96 eV
Spin multiplicity: 3
Expectation value of S²: 2.011
Orbital gap (alpha / beta): 9.078 / 7.430 eV